DFT (the ωB97M-V functional and the def2-TZVPD basis) results for a structure of composition C36H44BO6P2PtSe2.

Values from the calculation:
LUMO level = 2.05 eV
M = 998.50 u
Gap between HOMO and LUMO = 5.5 eV
Multiplicity = 1
Energy relative to the best compared isomer or geometry (same formula, charge and spin) = 0.000 eV
Total charge = -1

Last column: Löwdin charge in e.
Atoms and positions in Å:
1 Pt 0.943 -0.491 0.211  0.5066
2 O -2.295 3.068 0.498  -0.2973
3 P -3.349 2.063 0.241  0.7212
4 C -3.458 0.844 1.600  -0.2725
5 P -2.490 -0.687 1.401  0.7535
6 O -1.213 -0.633 0.662  -0.4957
7 C -2.237 -1.319 3.066  -0.2541
8 C -1.054 -2.025 3.278  -0.0498
9 C -0.798 -2.569 4.529  -0.0572
10 C -1.711 -2.409 5.560  -0.0863
11 C -2.889 -1.701 5.350  -0.0935
12 C -3.151 -1.154 4.104  -0.0927
13 C -3.624 -1.807 0.550  -0.2547
14 C -4.945 -2.001 0.952  -0.0918
15 C -5.767 -2.867 0.250  -0.0904
16 C -5.266 -3.551 -0.853  -0.0868
17 C -3.949 -3.372 -1.242  -0.0663
18 C -3.123 -2.497 -0.547  -0.0738
19 C -3.180 1.146 -1.294  -0.2746
20 C -4.267 0.507 -1.892  -0.0849
21 C -4.068 -0.276 -3.017  -0.0964
22 C -2.785 -0.429 -3.534  -0.0793
23 C -1.707 0.212 -2.943  -0.0470
24 C -1.900 1.013 -1.826  -0.0512
25 C -4.997 2.829 0.161  -0.2627
26 C -5.015 4.134 -0.331  -0.0655
27 C -6.213 4.818 -0.466  -0.0789
28 C -7.407 4.208 -0.106  -0.0920
29 C -7.399 2.912 0.387  -0.0870
30 C -6.198 2.226 0.520  -0.0932
31 H -4.490 0.517 1.730  0.0313
32 H -3.145 1.375 2.501  0.0867
33 H -0.338 -2.141 2.470  0.0462
34 H 0.124 -3.113 4.691  0.1111
35 H -1.505 -2.832 6.536  0.0995
36 H -3.597 -1.570 6.158  0.0974
37 H -4.066 -0.593 3.951  0.0956
38 H -5.338 -1.492 1.827  0.0952
39 H -6.792 -3.015 0.565  0.0973
40 H -5.906 -4.231 -1.401  0.0986
41 H -3.550 -3.911 -2.092  0.1104
42 H -2.090 -2.360 -0.848  0.0425
43 H -5.264 0.618 -1.483  0.0983
44 H -4.907 -0.780 -3.480  0.1005
45 H -2.628 -1.058 -4.401  0.1019
46 H -0.704 0.076 -3.326  0.1154
47 H -1.058 1.516 -1.363  0.0874
48 H -4.076 4.610 -0.588  0.1089
49 H -6.214 5.831 -0.848  0.1021
50 H -8.343 4.743 -0.208  0.0992
51 H -8.327 2.432 0.671  0.1005
52 H -6.219 1.210 0.895  0.0913
53 O 5.856 -3.972 -0.477  -0.0700
54 C 4.526 -4.346 -0.851  -0.2243
55 C 3.505 -3.317 -0.354  -0.5773
56 C 3.520 -3.312 1.180  -0.2646
57 O 2.976 -4.513 1.727  -0.1058
58 C 3.872 -1.950 -0.957  -0.5097
59 Se 3.284 -0.282 -0.095  0.6458
60 C 2.158 -3.820 -0.899  -0.5658
61 Se 0.541 -3.056 -0.097  0.5461
62 H 6.446 -4.684 -0.734  0.0771
63 H 4.270 -5.314 -0.408  0.1200
64 H 4.453 -4.426 -1.944  0.1243
65 H 2.969 -2.444 1.539  0.0508
66 H 4.549 -3.237 1.535  0.1234
67 H 2.018 -4.430 1.593  0.0137
68 H 3.546 -1.934 -1.998  0.0570
69 H 4.958 -1.839 -0.951  0.0460
70 H 2.090 -4.898 -0.744  0.0474
71 H 2.127 -3.642 -1.975  0.0507
72 C 3.021 4.258 1.509  -0.0165
73 C 1.694 3.630 1.112  -0.4834
74 C 0.573 4.208 1.970  -0.0155
75 O 1.766 2.225 1.391  0.0284
76 B 1.168 1.506 0.356  -0.8990
77 O 0.797 2.389 -0.666  0.0039
78 C 1.387 3.672 -0.420  -0.4812
79 C 2.646 3.742 -1.281  -0.0167
80 C 0.401 4.749 -0.841  -0.0142
81 H 3.155 4.155 2.587  0.0866
82 H 3.040 5.322 1.259  0.0877
83 H 3.855 3.762 1.015  0.0845
84 H 0.803 4.003 3.017  0.0891
85 H -0.380 3.744 1.721  0.0651
86 H 0.487 5.290 1.840  0.0854
87 H 3.326 2.926 -1.035  0.0782
88 H 3.165 4.697 -1.166  0.0834
89 H 2.354 3.626 -2.325  0.0900
90 H -0.559 4.605 -0.349  0.0609
91 H 0.248 4.685 -1.920  0.0871
92 H 0.790 5.745 -0.609  0.0880

---

DFT (the ωB97M-V functional and the def2-TZVPD basis) results for a structure of composition C6H9N3O2 at a distorted geometry.

Values from the calculation:
LUMO level (alpha / beta) = -0.27 / -0.33 eV
M = 155.16 u
Gap between HOMO and LUMO (alpha / beta) = 7.2 / 7.5 eV
Multiplicity = 1
Energy relative to the best compared isomer or geometry (same formula, charge and spin) = 6.899 eV
Total charge = 0

Last column: Löwdin charge in e.
Atoms and positions in Å:
1 C 2.473 -1.404 -1.830  -0.4467
2 C 0.164 -0.417 2.097  -0.2054
3 C 0.199 1.131 1.595  -0.1535
4 C -0.310 -1.275 0.948  -0.2294
5 C -1.005 1.022 0.626  -0.2330
6 C -1.081 -0.383 0.017  -0.0155
7 N -1.534 1.153 -3.215  0.0865
8 N -0.399 -0.184 -1.700  0.1462
9 N -0.828 0.440 -2.577  -0.2527
10 O 3.127 -0.507 -2.199  0.1846
11 O 1.933 -2.346 -1.495  0.2136
12 H 1.159 -0.665 2.618  0.1270
13 H -0.608 -0.406 2.809  0.0729
14 H -0.093 1.763 2.427  0.0890
15 H 1.181 1.405 1.084  0.1192
16 H 0.560 -1.564 0.396  0.0719
17 H -0.833 -2.223 1.393  0.1506
18 H -1.829 1.190 1.210  0.0795
19 H -1.064 1.900 0.002  0.0960
20 H -1.213 1.369 -4.206  0.0993

---

Number 1: total energy -7479.68599 Ha. Number 2: total energy -548.56784 Ha.